No. 1
Molecular formula: C2H5NOS
Method: DFT, ωB97M-V/def2-TZVPD

Summary:
Spin multiplicity: 1
ΔE to the lowest compared entry with this formula, charge and spin (kJ/mol): 316.7
Orbital gap (eV): 8.06
Calculated total energy (hartree): -607.2862

Bonds (Å) are listed after each position.
Element x y z (Å)
1 H -1.178 -1.567 -0.555  C7 1.029
2 H 1.361 1.366 -0.184  O6 1.037
3 H 2.889 1.344 0.609  O6 0.958
4 S 2.375 -0.777 -0.017  O6 1.804
5 C -1.044 0.309 -0.087  C7 1.427, N10 1.151
6 O 2.336 1.025 -0.106  H2 1.037, H3 0.958, S4 1.804
7 C -1.807 -0.897 -0.093  H1 1.029, C5 1.427, H8 0.996, H9 1.080
8 H -2.696 -0.733 -0.510  C7 0.996
9 H -1.986 -1.205 0.927  C7 1.080
10 N -0.250 1.135 0.015  C5 1.151

No. 2
Molecular formula: C2H10NO3
Method: DFT, ωB97M-V/def2-TZVPD

Summary:
Spin multiplicity: 1
ΔE to the lowest compared entry with this formula, charge and spin (kJ/mol): 15.7
Orbital gap (eV): 8.08
Calculated total energy (hartree): -362.7014
Net charge: -1

Bonds (Å) are listed after each position.
Element x y z (Å)
1 C 0.493 0.368 1.219  C2 1.512, H6 1.117, O7 1.381, H10 1.099
2 C -0.090 -1.010 1.438  C1 1.512, N3 1.465, H8 1.094, H13 1.100
3 N -0.097 -1.845 0.234  C2 1.465, H5 1.018, H16 1.018
4 H -1.890 1.083 -2.176  O14 0.962
5 H 0.858 -1.933 -0.108  N3 1.018
6 H 1.546 0.212 0.881  C1 1.117
7 O -0.231 1.120 0.314  C1 1.381
8 H 0.454 -1.566 2.207  C2 1.094
9 H 1.003 0.780 -1.127  O12 0.985
10 H 0.588 0.878 2.188  C1 1.099
11 H 0.869 1.894 -2.071  O12 0.967
12 O 1.450 1.135 -1.930  H9 0.985, H11 0.967
13 H -1.138 -0.882 1.744  C2 1.100
14 O -1.984 0.407 -1.498  H4 0.962, H15 1.030
15 H -1.278 0.686 -0.801  O14 1.030
16 H -0.554 -1.328 -0.514  N3 1.018

No. 3
Molecular formula: CHN3O
Method: DFT, ωB97M-V/def2-TZVPD

Summary:
Spin multiplicity: 1
ΔE to the lowest compared entry with this formula, charge and spin (kJ/mol): 125.1
Orbital gap (eV): 11.14
Calculated total energy (hartree): -278.2099
Structure (SMILES): N#CO.N#N

Bonds (Å) are listed after each position.
Element x y z (Å)
1 O 0.570 -0.265 -0.010  C3 1.293, H4 1.045
2 N 2.716 0.936 0.168  C3 1.177
3 C 1.657 0.421 0.124  O1 1.293, N2 1.177
4 H 0.826 -1.154 -0.496  O1 1.045
5 N -2.349 0.016 -0.008  N6 1.097
6 N -3.421 0.046 0.223  N5 1.097

No. 4
Molecular formula: C22H25NO4
Method: DFT, ωB97M-V/def2-TZVPD

Summary:
Spin multiplicity: 1
ΔE to the lowest compared entry with this formula, charge and spin (kJ/mol): 39.9
Orbital gap (eV): 9.80
Calculated total energy (hartree): -1209.0892
Structure (SMILES): C[C@@H](C(=O)O)[C@@H]1C[C@@]1(C)[C@@H](NC(=O)OCc1ccccc1)c1ccccc1

Bonds (Å) are listed after each position.
Element x y z (Å)
1 H -3.082 0.476 2.508  C50 1.088
2 H -1.433 2.373 1.298  C9 1.080
3 C 0.655 0.231 1.558  C24 1.502, C35 1.538, C43 1.513, C51 1.506
4 H 1.210 -0.422 3.539  C43 1.086
5 C 1.475 -2.374 -4.185  C20 1.383, H39 1.080, C48 1.387
6 H -1.167 -1.595 -2.235  C23 1.081
7 H -2.375 -3.984 2.147  O32 0.971
8 C 0.358 -0.135 -3.922  O10 1.424, H15 1.095, H41 1.094, C48 1.508
9 C -0.630 3.070 1.484  H2 1.080, C13 1.390, C25 1.383
10 O -0.055 0.624 -2.789  C8 1.424, C33 1.358
11 H -0.787 -1.332 3.420  C38 1.091
12 H 2.216 5.559 2.184  C31 1.080
13 C 0.679 2.718 1.177  C9 1.390, C29 1.388, C35 1.510
14 O 1.976 0.245 -1.848  C33 1.205
15 H 1.314 0.250 -4.294  C8 1.095
16 C -2.331 -2.075 2.168  O32 1.338, C38 1.515, O52 1.202
17 H 0.949 -1.966 1.650  C24 1.080
18 C 0.721 -4.298 -2.965  C20 1.385, C22 1.384, H34 1.080
19 H -2.835 -0.152 4.137  C50 1.088
20 C 1.589 -3.717 -3.874  C5 1.383, C18 1.385, H26 1.080
21 H -1.934 4.564 2.279  C25 1.080
22 C -0.269 -3.532 -2.375  C18 1.384, C23 1.383, H30 1.080
23 C -0.392 -2.192 -2.695  H6 1.081, C22 1.383, C48 1.389
24 C 0.581 -1.170 1.021  C3 1.502, H17 1.080, H27 1.079, C51 1.503
25 C -0.913 4.304 2.042  C9 1.383, H21 1.080, C28 1.385
26 H 2.366 -4.310 -4.335  C20 1.080
27 H 0.755 -1.340 -0.031  C24 1.079
28 C 0.109 5.203 2.296  C25 1.385, C31 1.384, H37 1.080
29 C 1.697 3.626 1.432  C13 1.388, C31 1.384, H45 1.080
30 H -0.949 -3.977 -1.663  C22 1.080
31 C 1.415 4.861 1.990  H12 1.080, C28 1.384, C29 1.384
32 O -1.830 -3.268 2.509  H7 0.971, C16 1.338
33 C 0.848 0.661 -1.775  O10 1.358, O14 1.205, N49 1.349
34 H 0.818 -5.345 -2.716  C18 1.080
35 C 0.983 1.367 0.574  C3 1.538, C13 1.510, H44 1.097, N49 1.447
36 H -1.712 1.045 3.480  C50 1.087
37 H -0.112 6.166 2.732  C28 1.080
38 C -1.462 -0.936 2.660  H11 1.091, C16 1.515, C50 1.528, C51 1.520
39 H 2.163 -1.919 -4.882  C5 1.080
40 H 0.867 1.307 3.418  C43 1.089
41 H -0.422 0.038 -4.670  C8 1.094
42 H -0.657 1.569 -0.766  N49 1.007
43 C 1.307 0.454 2.905  C3 1.513, H4 1.086, H40 1.089, H47 1.089
44 H 2.052 1.297 0.335  C35 1.097
45 H 2.717 3.363 1.193  C29 1.080
46 H -1.334 -0.141 0.649  C51 1.084
47 H 2.368 0.653 2.767  C43 1.089
48 C 0.482 -1.602 -3.599  C5 1.387, C8 1.508, C23 1.389
49 N 0.289 1.232 -0.688  C33 1.349, C35 1.447, H42 1.007
50 C -2.327 0.183 3.235  H1 1.088, H19 1.088, H36 1.087, C38 1.528
51 C -0.676 -0.465 1.447  C3 1.506, C24 1.503, C38 1.520, H46 1.084
52 O -3.333 -1.956 1.516  C16 1.202

No. 5
Molecular formula: C3H7NO2
Method: DFT, ωB97M-V/def2-TZVPD

Summary:
Spin multiplicity: 1
ΔE to the lowest compared entry with this formula, charge and spin (kJ/mol): 111.4
Orbital gap (eV): 11.07
Calculated total energy (hartree): -323.7385
Structure (SMILES): CCOC(N)=O

Bonds (Å) are listed after each position.
Element x y z (Å)
1 H -0.807 0.629 0.837  C5 1.084
2 C -0.986 -0.467 -0.889  H4 1.099, C5 1.509, H10 1.083, O12 1.425
3 H 1.781 1.502 0.081  N13 1.012
4 H -1.178 -1.509 -0.595  C2 1.099
5 C -1.611 0.450 0.133  H1 1.084, C2 1.509, H6 1.102, H8 1.099
6 H -1.937 1.442 -0.221  C5 1.102
7 O 2.088 -1.596 -0.390  C9 1.209
8 H -2.407 -0.128 0.623  C5 1.099
9 C 1.475 -0.554 -0.385  O7 1.209, O12 1.327, N13 1.370
10 H -1.287 -0.234 -1.902  C2 1.083
11 H 2.640 0.302 0.912  N13 0.997
12 O 0.406 -0.267 -1.119  C2 1.425, C9 1.327
13 N 1.840 0.533 0.365  H3 1.012, C9 1.370, H11 0.997

No. 6
Molecular formula: C6H12Si
Method: DFT, ωB97M-V/def2-TZVPD

Summary:
Spin multiplicity: 3
ΔE to the lowest compared entry with this formula, charge and spin (kJ/mol): 234.2
Orbital gap (alpha / beta) (eV): 6.09 / 7.43
Calculated total energy (hartree): -525.0094

Bonds (Å) are listed after each position.
Element x y z (Å)
1 H -0.018 -2.700 0.463  C4 1.085
2 C 0.772 0.051 1.707  C5 1.462, H6 1.192, C13 1.495, H14 1.042
3 C -1.415 1.809 -1.947  H8 1.027, H9 1.069, H10 1.123, Si17 1.885
4 C 0.425 -1.771 0.123  H1 1.085, H7 1.152, C11 1.576, C13 1.494
5 C -0.284 0.539 0.822  C2 1.462, C11 1.536, Si17 1.901, H18 1.024
6 H 1.568 0.894 1.982  C2 1.192
7 H 0.753 -2.153 -0.913  C4 1.152
8 H -1.465 2.753 -1.547  C3 1.027
9 H -1.396 1.727 -3.012  C3 1.069
10 H -2.459 1.479 -1.694  C3 1.123
11 C -0.633 -0.627 -0.116  C4 1.576, C5 1.536, Si17 1.776
12 H -2.189 -1.280 -0.296  no bonds
13 C 1.444 -1.038 0.934  C2 1.495, C4 1.494, H15 1.160, H19 1.177
14 H 0.401 -0.250 2.633  C2 1.042
15 H 2.199 -0.453 0.274  C13 1.160
16 H 1.355 0.877 -1.437  Si17 1.514
17 Si -0.107 0.786 -1.055  C3 1.885, C5 1.901, C11 1.776, H16 1.514
18 H -1.025 1.001 1.357  C5 1.024
19 H 2.075 -1.644 1.722  C13 1.177